Below is an isolated ion of composition C6H13N2 and charge +1 in a non-equilibrium geometry, with properties calculated with the ωB97M-V functional and the def2-TZVPD basis.

Each line ends with the Löwdin charge.
Positions of all 21 atoms, in Å:
C 2.019 0.952 0.517  -0.010
C 1.123 0.429 -0.676  -0.191
C -0.346 0.394 -0.745  -0.253
C -1.093 0.717 0.624  -0.094
C -2.027 -0.336 1.162  -0.012
N -0.805 -0.041 1.848  0.130
N 0.309 -0.826 -0.773  -0.086
C 0.193 -1.461 -2.107  -0.017
H 2.522 0.156 1.089  0.085
H 1.402 1.529 1.191  0.055
H 2.834 1.571 0.214  0.068
H 1.526 0.633 -1.671  0.137
H -0.843 0.787 -1.540  0.125
H -1.258 1.752 0.796  0.149
H -2.931 -0.025 1.712  0.145
H -2.173 -1.203 0.503  0.146
H -0.941 0.415 2.770  0.205
H -0.058 -0.660 2.046  0.166
H 0.955 -2.203 -2.058  0.089
H -0.779 -1.908 -2.126  0.089
H 0.372 -0.672 -2.779  0.073

As for the net charge: +1. The calculation puts the orbital gap at 10.10 eV. The lowest unoccupied orbital energy is -3.24 eV.

***

Below is an isolated ion of composition C6H13N2 and charge +1 in a non-equilibrium geometry, with properties calculated with the ωB97M-V functional and the def2-TZVPD basis.

Each line ends with the Löwdin charge.
Positions of all 21 atoms, in Å:
C 1.761 -0.122 -2.137  -0.100
C 0.446 0.368 -1.549  -0.188
C 0.481 0.107 0.009  -0.151
N 0.487 -1.333 0.191  0.116
C -0.619 -1.750 0.788  -0.016
N -1.502 -0.818 1.131  0.119
C -1.124 0.549 0.732  -0.217
C -0.965 1.406 1.913  -0.063
H 1.787 -1.237 -2.046  0.081
H 2.739 0.257 -1.703  0.103
H 1.773 0.246 -3.183  0.091
H -0.339 -0.351 -1.840  0.124
H 0.085 1.317 -1.752  0.089
H 1.125 0.652 0.599  0.114
H 1.427 -1.671 0.088  0.167
H -0.928 -2.712 0.997  0.144
H -2.490 -0.928 1.209  0.164
H -1.571 1.042 -0.121  0.135
H -0.295 0.878 2.510  0.062
H -1.851 1.737 2.504  0.110
H -0.425 2.363 1.660  0.118

As for the net charge: +1. The calculation puts the orbital gap at 10.88 eV. The lowest unoccupied orbital energy is -3.67 eV.

***

Below is an isolated ion of composition C6H13N2 and charge +1 in a non-equilibrium geometry, with properties calculated with the ωB97M-V functional and the def2-TZVPD basis.

Each line ends with the Löwdin charge.
Positions of all 21 atoms, in Å:
C 1.411 0.674 -1.346  -0.010
N 0.352 -0.105 -0.642  -0.031
C -1.384 0.215 -0.680  -0.227
N -2.064 -0.368 -1.602  0.153
C -1.344 -0.394 0.779  0.022
C 0.109 -0.103 0.786  -0.520
C 1.087 -0.764 1.666  -0.043
C 0.906 0.735 1.651  -0.007
H 1.445 0.448 -2.443  0.117
H 1.294 1.778 -1.289  0.107
H 2.350 0.548 -0.819  0.091
H 0.428 -1.112 -1.031  0.211
H -1.266 1.289 -0.743  0.166
H -2.217 -0.025 -2.524  0.126
H -2.382 -1.305 -1.491  0.123
H -1.893 0.297 1.444  0.149
H -1.543 -1.430 0.756  0.119
H 2.008 -1.212 1.427  0.098
H 0.735 -1.425 2.488  0.135
H 0.348 1.051 2.534  0.140
H 1.623 1.209 1.080  0.082

As for the net charge: +1. The calculation puts the orbital gap at 11.17 eV. The lowest unoccupied orbital energy is -2.73 eV.

***

Below is a 2-piece molecular cluster, C6H13N2 overall in a non-equilibrium geometry, with properties calculated with the ωB97M-V functional and the def2-TZVPD basis.

Each line ends with the Löwdin charge.
Positions of all 21 atoms, in Å:
C 0.916 -1.146 1.044  -0.016
C 1.529 1.169 -0.383  0.031
C 0.180 -1.097 -0.250  0.000
C 1.203 -0.207 0.022  -0.428
C -1.335 1.132 0.673  -0.127
C -2.409 -0.630 -0.521  -0.130
N -1.321 0.360 -0.535  -0.047
N 2.532 0.084 -0.714  0.175
H 0.415 -0.604 1.980  0.157
H 1.526 -2.068 1.272  0.156
H 1.086 1.494 -1.246  0.107
H 1.753 1.906 0.350  0.134
H -0.090 -1.907 -0.924  0.140
H -0.880 2.055 0.370  0.083
H -2.320 1.295 0.959  0.081
H -0.869 0.696 1.491  0.051
H -2.083 -1.276 -1.278  0.051
H -2.559 -1.077 0.427  0.079
H -3.355 -0.139 -0.793  0.105
H 2.529 -0.075 -1.695  0.148
H 3.552 0.034 -0.250  0.250

As for the net charge: +1. The calculation puts the orbital gap at 9.05 eV. The lowest unoccupied orbital energy is -3.78 eV.

***

Below is an isolated ion of composition C6H13N2 and charge +1 in a non-equilibrium geometry, with properties calculated with the ωB97M-V functional and the def2-TZVPD basis.

Each line ends with the Löwdin charge.
Positions of all 21 atoms, in Å:
C 0.494 -0.136 1.036  0.091
C -0.397 -0.806 -0.003  -0.234
C -1.134 -2.056 -0.077  -0.086
C 1.270 1.106 1.309  -0.343
C -0.519 0.034 -1.265  -0.098
C 1.292 2.336 0.475  -0.049
N -1.952 -2.391 -1.234  0.166
N 1.999 1.117 2.426  0.141
H 0.620 -0.817 1.874  0.093
H -1.157 -2.752 0.739  0.103
H -0.377 -0.547 -2.183  0.074
H 0.253 0.798 -1.279  0.060
H -1.488 0.542 -1.311  0.094
H 0.341 2.513 -0.013  0.078
H 2.066 2.269 -0.290  0.094
H 1.519 3.197 1.099  0.084
H -1.764 -3.356 -1.534  0.179
H -2.958 -2.310 -1.024  0.179
H -1.712 -1.736 -1.995  0.137
H 2.050 0.311 3.029  0.116
H 2.520 1.940 2.678  0.120

As for the net charge: +1. The calculation puts the orbital gap (spin up / spin down) at 5.35 / 7.88 eV. The multiplicity is 3. The lowest unoccupied orbital energy (spin up / spin down) is -3.14 / -5.14 eV. As for the expectation value of S²: 2.011.

***

Below is a 2-piece molecular cluster, C6H13N2O overall in a non-equilibrium geometry, with properties calculated with the ωB97M-V functional and the def2-TZVPD basis.

Each line ends with the Löwdin charge.
Positions of all 22 atoms, in Å:
C 0.906 0.523 0.463  -0.180
C 3.200 0.123 0.884  -0.020
C 1.962 -1.262 -0.959  0.010
C -1.816 0.810 -1.067  0.002
C -3.144 0.281 0.955  0.023
C 1.942 -0.159 0.121  -0.285
N -1.292 -0.913 0.340  0.302
N -2.007 0.103 0.152  -0.270
O 0.028 1.266 0.792  0.103
H 3.671 -0.780 1.025  0.055
H 2.931 0.575 1.907  0.131
H 3.868 0.734 0.311  0.090
H 1.011 -1.092 -1.428  0.053
H 2.105 -2.132 -0.469  0.058
H 2.653 -1.135 -1.743  0.084
H -0.989 0.374 -1.600  0.103
H -1.676 1.855 -0.818  0.121
H -2.581 0.894 -1.833  0.128
H -4.013 0.089 0.249  0.149
H -3.075 1.403 1.322  0.172
H -3.049 -0.446 1.754  0.112
H -0.631 -1.110 -0.359  0.058

As for the net charge: +1. The calculation puts the orbital gap at 6.58 eV. The lowest unoccupied orbital energy is -5.88 eV.

***

Below is an isolated ion of composition C6H13N2O and charge +1 in a non-equilibrium geometry, with properties calculated with the ωB97M-V functional and the def2-TZVPD basis.

Each line ends with the Löwdin charge.
Positions of all 22 atoms, in Å:
C -2.550 -1.167 -0.562  0.137
C -1.449 -0.650 -0.040  -0.408
N -1.095 0.564 0.422  -0.053
C -1.884 1.773 -0.071  -0.019
O -0.342 -1.559 -0.055  0.017
N 0.952 -1.077 0.081  -0.132
C 1.926 -1.760 0.840  0.031
C 1.045 0.165 -0.423  -0.015
C 2.247 1.078 -0.453  -0.004
H -2.653 -2.147 -1.058  0.099
H -3.524 -0.707 -0.617  0.077
H -0.741 0.477 1.380  0.165
H -1.602 2.015 -1.077  0.073
H -3.025 1.616 0.042  0.113
H -1.757 2.728 0.552  0.111
H 2.529 -0.967 1.406  0.138
H 1.219 -2.331 1.541  0.147
H 2.464 -2.443 0.245  0.096
H 0.313 0.378 -1.162  0.124
H 3.104 0.583 0.005  0.067
H 2.101 1.914 0.331  0.136
H 2.720 1.519 -1.327  0.098

As for the net charge: +1. The calculation puts the orbital gap at 8.84 eV. The lowest unoccupied orbital energy is -4.17 eV.

***

Below is an isolated ion of composition C6H13N2P2 and charge +1 in a non-equilibrium geometry, with properties calculated with the ωB97M-V functional and the def2-TZVPD basis.

Each line ends with the Löwdin charge.
Positions of all 23 atoms, in Å:
C 0.391 -2.355 0.373  0.076
C 0.382 -1.260 -0.438  -0.253
C 0.334 0.123 0.061  -0.495
C -0.842 0.997 -0.347  -0.152
C -2.173 0.474 0.080  -0.325
N -2.827 1.460 0.691  0.221
N -2.471 -0.800 -0.126  0.256
P 1.898 1.031 -0.320  0.756
C 3.171 -0.141 -0.442  -0.747
P 4.660 0.068 0.447  0.680
H 0.471 -3.400 0.115  0.079
H 0.029 -2.395 1.352  0.057
H 0.491 -1.273 -1.553  0.140
H 0.197 -0.036 1.101  0.119
H -0.519 2.013 0.060  0.132
H -1.032 1.076 -1.372  0.126
H -2.252 2.279 0.955  0.150
H -3.778 1.525 0.934  0.122
H -1.544 -1.240 -0.345  0.104
H -3.383 -1.106 0.111  0.139
H 1.654 2.075 0.539  -0.019
H 1.767 1.704 -1.519  0.018
H 5.376 -0.818 -0.355  -0.185

As for the net charge: +1. The calculation puts the orbital gap at 7.10 eV. The lowest unoccupied orbital energy is -3.40 eV.

***

Below is an isolated ion of composition C6H13N2S and charge +1 in a non-equilibrium geometry, with properties calculated with the ωB97M-V functional and the def2-TZVPD basis.

Each line ends with the Löwdin charge.
Positions of all 22 atoms, in Å:
C -0.027 1.078 -1.719  -0.048
C -0.034 0.353 -0.372  -0.401
N 0.516 0.962 0.689  0.081
C 1.691 1.138 1.043  -0.128
C 2.753 0.308 0.360  -0.593
S 2.140 -1.014 -0.643  0.661
N -0.992 -0.703 -0.141  -0.194
C -0.780 -1.555 1.042  -0.050
C -2.342 -0.151 -0.067  -0.021
H 0.935 1.083 -2.397  0.122
H -0.325 2.123 -1.571  0.086
H -0.820 0.653 -2.502  0.127
H 2.011 1.922 1.904  0.196
H 3.565 0.925 0.016  0.078
H 3.158 -0.211 1.294  0.098
H -1.040 -1.462 -0.946  0.248
H -0.783 -0.970 2.064  0.147
H -1.665 -2.374 1.195  0.167
H 0.174 -2.099 0.924  0.061
H -2.597 0.697 -0.841  0.154
H -3.047 -0.980 -0.221  0.118
H -2.492 0.277 0.887  0.093

As for the net charge: +1. The calculation puts the orbital gap at 7.41 eV. The lowest unoccupied orbital energy is -4.41 eV.

***

Below is C6H13N2S as an isolated structure in a non-equilibrium geometry, with properties calculated with the ωB97M-V functional and the def2-TZVPD basis.

Each line ends with the Löwdin charge.
Positions of all 22 atoms, in Å:
C 1.191 -1.672 0.090  -0.263
C -0.206 -0.310 0.148  -0.250
C 2.367 -2.498 0.057  0.036
C -1.796 1.231 1.249  -0.030
C -1.981 0.725 -1.243  -0.028
C -1.264 0.512 0.044  -0.277
N 0.341 -1.262 -0.831  0.198
N 0.694 -0.882 1.105  0.213
S 1.586 2.432 0.244  0.516
H 0.847 1.715 -0.606  -0.238
H 3.176 -2.073 -0.544  0.122
H 2.427 -3.477 -0.357  0.100
H 2.866 -2.637 0.959  0.081
H -1.216 1.291 2.152  0.078
H -2.737 0.747 1.444  0.096
H -2.051 2.278 1.091  0.098
H -1.556 0.180 -2.148  0.104
H -3.040 0.538 -1.251  0.092
H -1.810 1.755 -1.583  0.101
H 0.137 -1.749 -1.767  0.226
H 0.810 -0.486 2.048  0.188
H 1.212 3.641 -0.302  -0.162

As for the net charge: +1. The calculation puts the orbital gap at 8.83 eV. The lowest unoccupied orbital energy is -3.93 eV.

***

Below is an isolated ion of composition C6H13N2S and charge +1 in a non-equilibrium geometry, with properties calculated with the ωB97M-V functional and the def2-TZVPD basis.

Each line ends with the Löwdin charge.
Positions of all 22 atoms, in Å:
C -0.499 0.703 -1.245  -0.172
C -2.445 -0.241 0.076  -0.721
C 2.459 -1.304 -0.652  -0.020
C 0.825 -0.903 1.362  -0.019
C -1.924 1.946 0.693  -0.017
C 1.301 -0.400 -0.045  -0.309
N -1.764 0.767 -0.077  -0.111
N 0.207 -0.298 -1.061  -0.006
S -3.114 -1.565 0.331  0.983
H -0.140 1.755 -0.988  0.142
H -1.158 0.813 -2.140  0.163
H 3.332 -0.945 -0.286  0.043
H 2.270 -2.337 -0.525  0.070
H 2.559 -1.180 -1.738  0.089
H 1.420 -0.486 2.065  0.044
H 0.839 -1.994 1.426  0.091
H -0.194 -0.550 1.466  0.047
H -1.052 2.726 0.543  0.145
H -2.856 2.447 0.504  0.110
H -2.020 1.611 1.706  0.104
H 1.750 0.611 0.214  0.156
H 0.202 -1.176 -1.628  0.188

As for the net charge: +1. The calculation puts the orbital gap (spin up / spin down) at 7.49 / 5.92 eV. The multiplicity is 3. The lowest unoccupied orbital energy (spin up / spin down) is -3.32 / -7.99 eV. As for the expectation value of S²: 2.021.

***

| no. | E (hartree) |
| --- | --- |
| 1 | -345.57069 |
| 2 | -345.64186 |
| 3 | -345.60148 |
| 4 | -345.44525 |
| 5 | -345.52621 |
| 6 | -420.75857 |
| 7 | -420.75683 |
| 8 | -1028.20744 |
| 9 | -743.73297 |
| 10 | -743.79668 |
| 11 | -743.65286 |